# 1
DFT (ωB97M-V/def2-TZVPD) results for a structure of composition C40H52AgN5O3 in a non-equilibrium geometry.

```
101
Properties=species:S:1:pos:R:3:forces:R:3
Ag -0.206 -0.513 -0.227 -0.14 -0.30 -0.08
C -3.883 4.074 2.924 0.07 -0.03 -0.04
C -4.133 2.572 2.722 0.11 0.06 -0.02
C -2.862 1.797 2.536 0.14 0.18 -0.14
C -2.185 1.062 3.461 0.02 -0.23 -0.09
C -2.579 0.776 4.878 0.15 0.10 0.05
C -1.890 1.696 5.899 0.00 0.01 -0.07
C -0.991 0.548 2.779 0.23 0.05 0.20
C -0.024 -0.285 3.365 -0.02 0.00 -0.16
C 1.114 -0.845 2.762 -0.12 0.08 0.17
C 2.033 -1.787 3.415 -0.11 0.09 -0.04
C 1.949 -2.251 4.838 0.06 0.19 0.02
C 2.556 -1.248 5.835 -0.06 -0.01 -0.09
C 2.946 -2.136 2.469 0.02 0.11 -0.14
C 2.573 -1.400 1.251 0.16 -0.06 -0.14
C 3.214 -1.528 0.004 -0.09 0.03 -0.01
C 2.854 -0.949 -1.225 0.20 -0.12 0.20
N 1.827 -0.099 -1.399 0.20 0.02 -0.17
C 1.735 0.162 -2.715 -0.15 0.12 -0.18
C 0.725 0.936 -3.308 -0.06 -0.01 0.08
C -0.374 1.556 -2.690 0.22 -0.08 -0.18
N -0.616 1.558 -1.367 0.05 0.13 -0.02
C -1.783 2.195 -1.168 -0.26 0.00 0.20
C -2.432 2.306 0.072 0.11 -0.05 -0.03
C -2.058 1.740 1.305 -0.18 0.00 -0.12
N -0.953 0.997 1.508 -0.17 0.02 0.10
C -2.329 2.662 -2.450 0.04 0.06 0.19
C -1.447 2.265 -3.400 0.09 -0.13 -0.02
C -1.597 2.364 -4.887 0.00 -0.15 -0.03
C -2.257 1.103 -5.472 0.05 0.00 0.05
C -3.604 3.426 -2.638 0.05 0.07 0.05
C -3.443 4.922 -2.331 0.02 -0.03 0.04
C 2.800 -0.537 -3.450 -0.08 0.13 0.00
C 3.504 -1.230 -2.517 0.00 -0.01 0.18
C 4.703 -2.106 -2.720 0.07 0.13 0.11
C 6.028 -1.398 -2.386 -0.09 0.02 -0.01
C 3.039 -0.464 -4.930 0.00 0.15 0.12
C 3.714 0.847 -5.363 -0.06 -0.01 0.09
N 1.491 -0.635 1.487 0.10 -0.05 0.12
C 4.116 -3.060 2.607 0.15 0.12 -0.03
C 5.450 -2.317 2.802 -0.08 -0.02 -0.01
H -4.821 4.635 3.019 0.04 -0.04 0.00
H -3.319 4.480 2.078 -0.07 -0.04 0.09
H -3.287 4.241 3.826 -0.04 0.00 -0.07
H -4.781 2.434 1.852 -0.01 -0.01 -0.02
H -4.682 2.182 3.585 -0.01 -0.01 -0.01
H -2.334 -0.264 5.115 -0.02 0.00 0.03
H -3.663 0.870 4.984 -0.03 0.01 0.01
H -0.803 1.575 5.850 -0.12 0.02 -0.01
H -2.219 1.480 6.923 0.03 0.00 -0.07
H -2.116 2.746 5.679 0.03 -0.13 0.03
H -0.205 -0.570 4.398 0.00 -0.01 0.01
H 2.458 -3.212 4.945 0.03 -0.05 0.00
H 0.903 -2.424 5.102 -0.03 -0.03 0.02
H 3.600 -1.046 5.579 -0.05 -0.01 0.03
H 2.517 -1.622 6.865 -0.01 0.02 -0.08
H 2.018 -0.296 5.792 0.06 -0.08 -0.01
H 4.062 -2.209 -0.023 -0.04 0.01 0.00
H 0.765 1.020 -4.392 0.01 0.00 0.02
H -3.374 2.848 0.067 -0.03 -0.01 0.00
H -0.618 2.506 -5.354 -0.01 0.02 0.00
H -2.192 3.245 -5.144 -0.04 0.03 -0.02
H -1.657 0.218 -5.236 -0.08 0.12 -0.03
H -2.374 1.172 -6.561 0.02 0.00 0.09
H -3.242 0.948 -5.019 0.09 0.01 -0.04
H -4.380 3.008 -1.991 -0.01 -0.02 0.00
H -3.960 3.303 -3.665 -0.01 0.00 -0.01
H -3.056 5.060 -1.317 -0.04 -0.01 -0.11
H -4.395 5.460 -2.416 0.06 -0.03 0.00
H -2.726 5.375 -3.023 -0.04 -0.02 0.06
H 4.734 -2.454 -3.755 0.01 -0.03 -0.05
H 4.609 -3.000 -2.096 0.01 -0.02 0.01
H 6.181 -0.545 -3.055 -0.01 -0.07 0.07
H 6.888 -2.072 -2.482 -0.09 0.05 0.00
H 6.001 -1.012 -1.362 0.01 -0.04 -0.09
H 2.085 -0.568 -5.457 0.00 -0.01 -0.02
H 3.662 -1.305 -5.245 0.01 -0.05 -0.01
H 3.083 1.703 -5.107 0.06 -0.08 -0.01
H 3.908 0.868 -6.441 -0.02 -0.01 0.04
H 4.664 0.973 -4.837 -0.04 0.00 -0.05
H 4.190 -3.693 1.717 -0.01 0.00 -0.01
H 3.956 -3.734 3.452 0.00 -0.05 0.04
H 5.601 -1.593 1.995 -0.01 -0.07 0.07
H 6.303 -3.008 2.814 -0.10 0.06 0.00
H 5.443 -1.762 3.746 0.00 -0.03 -0.09
C -2.883 -3.577 2.495 -0.02 0.11 0.07
C -2.243 -2.712 1.417 0.04 0.31 -0.17
N -3.097 -1.966 0.673 0.48 -0.44 0.47
O -1.029 -2.684 1.283 -0.39 -0.21 0.10
H -3.887 -3.913 2.225 0.04 0.03 0.03
H -2.939 -2.999 3.422 0.00 -0.03 -0.06
H -2.238 -4.435 2.664 0.02 -0.05 0.03
H -4.082 -2.101 0.774 -0.17 -0.07 -0.01
H -2.765 -1.578 -0.218 -0.07 0.33 -0.29
C -2.320 -2.693 -3.759 0.05 0.04 -0.13
C -1.885 -1.979 -2.471 0.37 0.07 0.10
O -2.770 -1.239 -1.942 0.62 -0.38 -0.10
O -0.715 -2.223 -2.068 -1.12 0.42 -0.05
H -3.017 -2.071 -4.328 0.06 -0.07 0.06
H -2.833 -3.619 -3.482 0.00 0.01 -0.02
H -1.448 -2.947 -4.365 -0.05 -0.02 0.00
```
Forces are in eV/Å.

Kohn-Sham gap	0.1909	hartree
lowest unoccupied orbital energy	4.62	eV
HOMO energy	-0.58	eV
total charge	-2

# 2
DFT (ωB97M-V/def2-TZVPD) results for a cluster of 4 separate species, C16H33BrN5 in total in a non-equilibrium geometry.

```
55
Properties=species:S:1:pos:R:3:forces:R:3
N -3.501 0.081 0.786 -1.02 -0.94 -0.65
C -4.720 -0.645 0.403 -0.26 0.87 2.64
N -4.495 -1.704 -0.643 -0.17 0.17 -0.39
C -3.776 -1.230 -1.870 1.10 -0.34 -2.84
C -2.945 -2.426 -2.556 -0.02 0.81 0.43
C -1.515 -2.496 -1.830 -1.56 -0.33 -0.40
Br -0.239 -1.514 -2.986 -0.40 -0.46 0.92
H -3.820 0.943 1.251 0.45 -0.34 -0.39
H -2.899 -0.462 1.406 -0.39 0.20 -0.03
H -5.128 -1.167 1.330 0.04 0.23 -1.44
H -5.498 0.083 0.040 0.93 -0.78 0.13
H -4.022 -2.529 -0.240 -0.07 0.52 -0.14
H -5.429 -2.030 -0.945 0.52 0.02 0.25
H -4.510 -0.843 -2.639 0.48 -0.42 1.27
H -3.038 -0.404 -1.685 -0.97 -0.76 0.47
H -3.511 -3.401 -2.513 0.57 0.88 0.11
H -2.826 -2.169 -3.652 -0.11 -0.35 1.35
H -1.646 -1.975 -0.832 0.78 -0.63 -1.13
H -1.199 -3.567 -1.715 0.04 1.26 -0.09
C -1.020 1.907 -0.559 0.01 -0.05 -0.19
C -1.008 3.372 -0.138 -0.02 -0.14 -0.49
C -1.715 3.607 1.197 -0.67 -0.13 -0.32
C -3.145 3.184 1.095 -0.63 0.22 0.20
N -4.254 2.850 1.008 1.43 0.46 0.11
H -2.038 1.541 -0.715 0.07 0.09 0.07
H -0.481 1.778 -1.501 0.03 0.00 0.07
H -0.539 1.280 0.196 -0.02 0.05 -0.04
H -1.484 3.969 -0.922 -0.04 0.04 0.13
H 0.024 3.710 -0.061 -0.20 0.07 0.09
H -1.673 4.664 1.467 -0.18 -0.08 0.07
H -1.231 3.036 1.992 -0.08 -0.01 -0.06
C 4.247 1.535 0.047 0.23 -0.05 -0.22
C 4.375 2.998 0.441 0.03 -0.17 -0.33
C 3.708 3.277 1.789 -0.61 -0.04 -0.24
C 2.259 2.921 1.703 -0.63 -0.14 0.20
N 1.141 2.623 1.601 1.82 0.31 0.42
H 3.200 1.247 -0.078 0.02 0.01 0.08
H 4.751 1.349 -0.905 0.00 0.03 0.04
H 4.693 0.885 0.798 -0.04 0.13 -0.08
H 3.926 3.617 -0.340 0.01 0.10 0.16
H 5.431 3.276 0.497 -0.09 0.03 0.11
H 3.812 4.330 2.057 -0.19 -0.08 0.06
H 4.169 2.680 2.579 -0.13 -0.02 -0.03
C 2.902 -4.382 1.048 -0.03 -0.03 0.03
C 2.500 -3.323 0.027 -0.18 -0.39 0.09
C 3.586 -2.279 -0.224 -0.12 0.31 0.64
C 3.884 -1.563 1.050 0.51 0.75 1.24
N 4.110 -1.009 2.052 -0.54 -1.25 -1.92
H 3.093 -3.943 2.029 0.05 0.01 -0.08
H 2.101 -5.115 1.171 0.08 0.00 -0.03
H 3.802 -4.914 0.728 -0.06 0.02 0.04
H 1.591 -2.821 0.374 0.05 0.06 -0.09
H 2.255 -3.817 -0.918 0.05 0.14 -0.03
H 3.240 -1.557 -0.968 0.13 0.09 0.10
H 4.502 -2.739 -0.602 -0.02 0.04 0.11
```
Forces are in eV/Å.

Kohn-Sham gap	0.3702	hartree
lowest unoccupied orbital energy	-3.12	eV
HOMO energy	-13.19	eV
total charge	+1

# 3
DFT (ωB97M-V/def2-TZVPD) results for an isolated molecule of C19H26N4O4.

```
53
Properties=species:S:1:pos:R:3:forces:R:3
C -1.838 2.131 -0.147 -0.29 0.05 -0.17
C -3.230 1.870 -0.717 0.24 0.11 0.10
N -3.682 0.533 -0.380 0.02 0.07 -0.13
C -4.702 -0.026 -1.251 -0.25 -0.15 -0.08
C -6.054 0.389 -0.648 0.10 -0.01 -0.13
C -5.766 0.459 0.858 0.12 0.13 0.06
C -4.222 0.396 0.965 0.11 -0.23 0.19
C -3.757 -0.956 1.549 -0.11 0.15 -0.04
N -2.348 -1.152 1.310 0.07 -0.02 0.43
C -1.946 -1.781 0.173 0.14 0.06 0.33
O -2.665 -2.503 -0.485 -0.07 -0.06 -0.25
C -0.509 -1.550 -0.179 0.35 -0.03 -0.18
C -0.189 -1.375 -1.527 -0.08 -0.02 0.02
C 1.114 -1.142 -1.903 0.09 -0.01 0.19
C 2.126 -1.106 -0.943 -0.39 -0.07 0.22
C 3.515 -0.852 -1.337 -0.05 -0.09 0.03
O 3.871 -0.651 -2.478 -0.03 0.03 -0.07
N 4.438 -0.861 -0.298 0.16 0.01 -0.16
C 5.814 -0.529 -0.635 0.34 0.39 -0.02
C 5.968 0.988 -0.837 -0.02 -0.22 -0.21
O 5.542 1.762 0.252 -0.16 -0.02 0.03
C 6.389 1.717 1.381 0.04 -0.04 0.11
C 4.152 -1.096 1.032 -0.26 -0.12 0.24
O 4.998 -1.142 1.897 0.16 0.00 0.19
N 2.828 -1.298 1.326 -0.07 -0.05 0.37
C 1.809 -1.309 0.404 -0.07 0.11 -0.66
C 0.486 -1.520 0.785 -0.09 0.00 -0.08
H -1.474 3.098 -0.486 0.10 0.13 0.04
H -1.852 2.136 0.941 0.04 0.02 0.14
H -1.150 1.359 -0.484 0.08 -0.07 -0.03
H -3.925 2.651 -0.367 -0.01 0.01 -0.09
H -3.173 1.935 -1.806 -0.07 0.04 0.03
H -4.591 -1.113 -1.234 -0.07 0.02 -0.11
H -4.571 0.316 -2.276 0.06 -0.04 -0.01
H -6.348 1.368 -1.030 -0.05 -0.01 0.00
H -6.841 -0.322 -0.888 -0.09 0.02 -0.04
H -6.217 -0.377 1.390 -0.06 -0.02 0.09
H -6.149 1.381 1.295 -0.06 -0.05 0.04
H -3.831 1.196 1.601 0.02 -0.02 -0.05
H -4.273 -1.777 1.049 -0.05 0.04 0.12
H -3.961 -0.996 2.622 -0.09 -0.06 -0.08
H -1.743 -0.430 1.671 0.05 -0.06 -0.15
H -0.983 -1.421 -2.254 -0.07 -0.02 -0.08
H 1.389 -0.990 -2.935 0.02 0.02 -0.09
H 6.446 -0.886 0.178 -0.08 0.00 -0.15
H 6.071 -1.034 -1.568 0.01 0.03 0.12
H 5.341 1.299 -1.676 0.17 -0.07 0.03
H 7.021 1.199 -1.078 -0.07 -0.01 -0.01
H 7.429 1.915 1.097 0.00 0.04 0.00
H 6.041 2.501 2.050 0.08 -0.02 0.05
H 6.330 0.753 1.896 0.04 0.08 -0.03
H 2.620 -1.468 2.301 0.17 0.04 -0.17
H 0.252 -1.688 1.826 -0.05 -0.03 0.12
```
Forces are in eV/Å.

ΔE to the lowest compared entry with this formula, charge and spin	40.28	kcal/mol
Kohn-Sham gap	0.3192	hartree
lowest unoccupied orbital energy	0.03	eV
HOMO energy	-8.66	eV

# 4
DFT (ωB97M-V/def2-TZVPD) results for the ion C6H9N6O with charge +1 in a non-equilibrium geometry.

```
22
Properties=species:S:1:pos:R:3:forces:R:3
C -2.019 0.649 -0.389 1.24 1.84 -0.68
C 2.393 0.632 0.403 1.40 -0.06 -1.36
C 0.824 -1.256 -0.182 0.89 -3.05 1.85
C 1.284 1.463 0.887 -2.33 -1.45 1.91
C -2.643 1.971 -0.475 -2.36 -0.18 3.41
C 0.766 -2.735 -0.341 -0.71 -1.70 1.64
N -2.501 -0.590 -0.240 -0.11 0.82 0.16
N -1.558 -1.365 0.014 0.09 -4.28 -0.14
N -0.373 -0.741 -0.047 -1.86 2.53 0.00
N -0.670 0.617 -0.218 0.37 -1.18 1.18
N 2.013 -0.773 0.115 0.01 -0.47 -1.39
N 0.267 1.435 -0.152 0.46 3.57 -1.12
O 3.436 1.063 0.018 -0.37 -0.98 0.59
H 0.834 1.115 1.907 0.94 0.55 -1.50
H 1.698 2.450 0.957 -0.19 0.53 0.13
H -2.971 2.375 -1.388 -0.03 0.15 -1.46
H -3.588 1.990 0.229 1.64 -0.30 -1.42
H -1.960 2.632 0.035 0.32 0.53 -0.23
H 0.339 -3.019 -1.294 0.17 -0.06 -0.34
H -0.028 -3.159 0.427 1.69 0.87 -1.37
H 1.763 -3.215 -0.133 -1.11 0.43 -0.42
H 2.696 -1.540 -0.133 -0.13 1.90 0.57
```
Forces are in eV/Å.

ΔE to the lowest compared entry with this formula, charge and spin	117.09	kcal/mol
Kohn-Sham gap (alpha / beta)	0.2595 / 0.2597	hartree
lowest unoccupied orbital energy (alpha / beta)	-5.87 / -5.87	eV
HOMO energy (alpha / beta)	-12.93 / -12.93	eV
total charge	+1

# 5
DFT (ωB97M-V/def2-TZVPD) results for a cluster of 2 separate species, C5H10O2 in total.

```
17
Properties=species:S:1:pos:R:3:forces:R:3
C -1.769 0.414 -1.639 -0.07 0.15 -0.07
O -1.474 -0.622 -0.723 0.07 -0.06 0.05
C -0.326 0.117 0.752 -0.16 0.27 0.13
C 0.406 -0.369 1.929 -0.03 -0.14 0.09
C 1.108 0.509 0.892 0.09 0.10 -0.13
C 1.752 -0.321 -0.181 0.24 0.12 0.11
O 0.754 -1.285 -0.352 -0.02 -0.06 -0.20
H -0.855 0.863 -2.049 -0.14 -0.07 0.05
H -2.342 1.189 -1.116 0.07 -0.09 -0.11
H -2.383 0.022 -2.458 0.09 0.08 0.12
H -1.169 0.787 0.854 0.06 -0.10 -0.04
H 0.098 0.087 2.869 0.00 -0.08 -0.17
H 0.710 -1.407 1.976 0.00 0.15 0.01
H 1.397 1.530 1.137 -0.07 -0.18 -0.05
H 1.943 0.301 -1.076 -0.06 -0.12 0.13
H 2.712 -0.775 0.114 -0.12 0.03 -0.05
H -0.560 -1.041 -0.932 0.05 0.00 0.13
```
Forces are in eV/Å.

ΔE to the lowest compared entry with this formula, charge and spin	149.35	kcal/mol
Kohn-Sham gap (alpha / beta)	0.3338 / 0.3338	hartree
lowest unoccupied orbital energy (alpha / beta)	0.21 / 0.21	eV
HOMO energy (alpha / beta)	-8.87 / -8.87	eV

# 6
DFT (ωB97M-V/def2-TZVPD) results for a cluster of 2 separate species, C4H12O in total in a non-equilibrium geometry.

```
17
Properties=species:S:1:pos:R:3:forces:R:3
C -1.708 -0.415 -0.382 -1.66 0.73 1.42
C -2.459 -0.396 0.939 0.94 -0.58 0.16
O -1.395 0.880 -0.791 0.24 -1.00 -0.46
H -0.802 -1.039 -0.325 0.34 -0.19 -0.49
H -2.354 -0.833 -1.178 0.32 -0.34 -0.49
H -2.518 0.639 1.264 -0.37 -0.16 0.32
H -1.104 0.815 -1.730 0.23 0.44 0.10
H -1.967 -1.034 1.687 0.36 0.50 -0.05
H -3.410 -0.927 0.894 -0.39 0.48 -0.49
C 2.651 -0.250 0.270 -0.75 0.18 1.12
C 1.807 0.839 -0.410 -0.48 -0.85 0.46
H 2.725 -0.007 1.334 0.40 0.21 -0.11
H 2.176 -1.231 0.348 0.11 -0.14 -0.64
H 3.649 -0.310 -0.148 -0.01 -0.25 -0.09
H 2.395 1.275 -1.184 0.13 0.80 -0.52
H 1.419 1.558 0.308 0.32 0.30 -0.12
H 0.897 0.436 -0.896 0.28 -0.14 -0.13
```
Forces are in eV/Å.

expectation value of S²	0.7545
ΔE to the lowest compared entry with this formula, charge and spin	11.33	kcal/mol
Kohn-Sham gap (alpha / beta)	0.4223 / 0.1811	hartree
multiplicity	2
lowest unoccupied orbital energy (alpha / beta)	-3.88 / -10.35	eV
HOMO energy (alpha / beta)	-15.38 / -15.27	eV
total charge	+1

# 7
DFT (ωB97M-V/def2-TZVPD) results for an isolated molecule of C4H7NO.

```
13
Properties=species:S:1:pos:R:3:forces:R:3
C -0.933 0.985 0.716 -0.04 0.01 0.00
C 0.051 0.075 0.024 -0.02 0.05 0.19
C 1.127 -0.522 0.872 0.28 -0.16 -0.22
O 2.148 -0.986 0.417 -0.39 0.20 0.23
C -0.355 -0.778 -1.133 -0.18 -0.27 -0.13
N 0.440 0.414 -1.341 0.18 0.07 -0.06
H -0.440 1.885 1.095 -0.03 -0.11 -0.04
H -1.711 1.298 0.015 0.10 -0.05 0.07
H -1.413 0.473 1.557 0.05 0.06 -0.09
H 0.936 -0.521 1.965 0.05 -0.01 -0.10
H 0.123 -1.750 -1.243 -0.04 0.18 0.06
H -1.387 -0.720 -1.475 0.15 0.01 0.08
H 1.417 0.148 -1.467 -0.11 0.02 0.02
```
Forces are in eV/Å.

ΔE to the lowest compared entry with this formula, charge and spin	41.69	kcal/mol
Kohn-Sham gap	0.3982	hartree
lowest unoccupied orbital energy	0.91	eV
HOMO energy	-9.92	eV